[1]
The following is a quantum chemistry calculation of a molecular structure, C4H4CuO at a distorted geometry, from the Open Molecules 2025 dataset.

Atoms and positions in Å:
H (-0.96, 1.60, -0.19)
C (1.09, -1.33, -1.96)
C (0.61, -1.34, -0.84)
H (1.72, -1.46, -2.82)
C (-0.17, -0.88, 0.27)
C (0.07, 0.31, 0.85)
O (-0.77, 1.37, 0.78)
Cu (-1.50, 2.46, 2.38)
H (-1.16, -1.34, 0.39)
H (1.08, 0.61, 1.13)

Computed properties:
HOMO energy (spin up / spin down) (hartree): -0.45575 / -0.45578
Total energy (Eh): -1870.0761
Frontier orbital gap (spin up / spin down) (eV): 6.1 / 6.1
Energy above the lowest of the compared OMol25 structures with the same formula, charge and spin (kcal/mol): 44.0
Net charge: +1

Want to see where the charge sits? The Löwdin charges in e are: 0.185, 0.155, -0.110, 0.051, -0.083, -0.196, -0.071, 0.812, 0.124, 0.134

=====

[2]
The following is a quantum chemistry calculation of C3H8N4O in the gas phase at a distorted geometry, from the Open Molecules 2025 dataset.

Atoms and positions in Å:
H (0.95, -0.53, -3.49)
N (0.03, -0.19, -3.22)
C (-0.04, 0.27, -2.02)
N (0.89, 0.25, -1.02)
C (0.55, 0.25, 0.26)
N (1.45, 0.59, 1.17)
N (1.35, 0.57, 2.55)
O (-0.68, 0.10, 0.77)
C (-1.65, -0.81, 0.21)
H (-0.99, 0.74, -1.81)
H (2.37, 0.81, 0.82)
H (0.77, 1.31, 2.80)
H (0.87, -0.30, 2.82)
H (-1.28, -1.52, -0.56)
H (-2.38, -0.19, -0.29)
H (-2.21, -1.35, 1.01)

Computed properties:
HOMO energy (hartree): -0.31944
Total energy (Eh): -413.3046
Frontier orbital gap (eV): 9.3
Energy above the lowest of the compared OMol25 structures with the same formula, charge and spin (kcal/mol): 70.0
Net charge: 0
SMILES: [H]/N=C\N=C(\NN)OC

Want to see where the charge sits? The Löwdin charges in e are: 0.029, 0.065, -0.390, 0.102, -0.440, -0.016, 0.063, -0.046, -0.055, 0.094, 0.153, 0.053, 0.103, 0.107, 0.081, 0.099

=====

[3]
The following is a quantum chemistry calculation of 8 unconnected molecules or ions with the total composition C33H76INO12S at a distorted geometry, from the Open Molecules 2025 dataset.

Atoms and positions in Å:
C (-2.73, 3.25, 5.66)
C (-3.05, 3.58, 4.42)
C (-3.05, 2.61, 3.25)
C (-4.55, 2.48, 2.89)
C (-5.04, 1.19, 2.23)
C (-4.82, 1.09, 0.71)
I (-7.18, 1.13, 2.58)
O (-2.61, 1.34, 3.81)
S (-1.74, 0.47, 2.83)
O (-2.48, -0.56, 2.21)
O (-0.55, 0.10, 3.51)
O (-1.50, 1.60, 1.76)
C (-1.97, 2.93, 2.14)
C (-2.43, 3.53, 0.81)
C (-3.38, 4.74, 0.86)
N (-0.82, 3.59, 2.78)
C (-0.80, 5.05, 2.63)
C (0.46, 3.09, 2.27)
C (1.36, 2.48, 3.30)
O (0.78, 3.23, 1.11)
H (-1.94, 2.53, 5.86)
H (-3.26, 3.66, 6.51)
H (-3.29, 4.61, 4.14)
H (-4.91, 3.32, 2.30)
H (-5.06, 2.55, 3.86)
H (-4.67, 0.30, 2.73)
H (-5.66, 0.61, 0.22)
H (-4.78, 2.10, 0.29)
H (-3.89, 0.57, 0.49)
H (-1.51, 3.83, 0.31)
H (-2.84, 2.74, 0.19)
H (-4.36, 4.47, 0.47)
H (-3.56, 5.10, 1.87)
H (-3.01, 5.56, 0.24)
H (-0.02, 5.46, 3.27)
H (-1.76, 5.48, 2.92)
H (-0.60, 5.36, 1.60)
H (1.98, 3.30, 3.68)
H (2.03, 1.75, 2.85)
H (0.82, 2.08, 4.15)
C (1.57, -1.56, -0.24)
C (2.47, -1.54, 0.99)
C (1.88, -2.38, 2.12)
O (2.66, -0.19, 1.42)
H (0.59, -1.14, 0.01)
H (2.00, -0.95, -1.03)
H (1.43, -2.58, -0.61)
H (3.46, -1.91, 0.74)
H (0.91, -1.98, 2.42)
H (2.53, -2.34, 2.99)
H (1.76, -3.42, 1.82)
H (1.79, 0.16, 1.64)
C (-6.11, -0.13, 7.79)
C (-7.53, -0.57, 7.46)
C (-7.54, -1.77, 6.52)
O (-8.27, 0.51, 6.89)
H (-5.59, 0.17, 6.87)
H (-6.13, 0.72, 8.46)
H (-5.54, -0.94, 8.26)
H (-8.05, -0.83, 8.38)
H (-7.05, -1.51, 5.57)
H (-8.56, -2.07, 6.29)
H (-7.01, -2.62, 6.95)
H (-7.82, 0.75, 6.07)
C (-10.60, -1.19, 1.31)
C (-10.16, -2.00, 0.10)
C (-10.43, -3.48, 0.29)
O (-8.78, -1.77, -0.17)
H (-10.04, -1.51, 2.20)
H (-10.40, -0.13, 1.16)
H (-11.67, -1.32, 1.52)
H (-10.69, -1.64, -0.78)
H (-9.87, -3.86, 1.15)
H (-10.11, -4.04, -0.59)
H (-11.49, -3.68, 0.46)
H (-8.28, -2.07, 0.60)
C (2.86, -2.22, -4.29)
C (4.37, -2.01, -4.21)
C (4.72, -0.98, -3.14)
O (4.88, -1.60, -5.48)
H (2.36, -1.28, -4.56)
H (2.62, -2.95, -5.06)
H (2.45, -2.56, -3.34)
H (4.86, -2.96, -3.99)
H (4.27, -0.02, -3.38)
H (5.80, -0.84, -3.09)
H (4.37, -1.29, -2.16)
H (4.46, -0.76, -5.70)
C (0.58, 3.13, -4.46)
C (0.54, 1.61, -4.36)
C (-0.79, 1.12, -3.79)
O (1.62, 1.14, -3.56)
H (0.47, 3.58, -3.47)
H (1.53, 3.46, -4.87)
H (-0.23, 3.50, -5.10)
H (0.69, 1.17, -5.35)
H (-0.93, 1.52, -2.78)
H (-0.80, 0.04, -3.72)
H (-1.63, 1.44, -4.41)
H (1.52, 1.51, -2.67)
C (10.65, -0.01, -4.45)
C (9.15, -0.06, -4.19)
C (8.41, -0.79, -5.30)
O (8.63, 1.26, -4.03)
H (10.86, 0.52, -5.38)
H (11.17, 0.51, -3.65)
H (11.06, -1.02, -4.54)
H (8.97, -0.56, -3.23)
H (8.55, -0.27, -6.25)
H (7.34, -0.82, -5.10)
H (8.78, -1.81, -5.41)
H (8.78, 1.73, -4.86)
C (9.51, -4.88, -5.55)
C (10.39, -4.89, -4.31)
C (9.78, -5.73, -3.20)
O (10.61, -3.55, -3.85)
H (8.53, -4.45, -5.32)
H (9.96, -4.28, -6.34)
H (9.36, -5.89, -5.93)
H (11.37, -5.27, -4.56)
H (8.80, -5.32, -2.90)
H (10.42, -5.72, -2.31)
H (9.63, -6.76, -3.51)
H (9.75, -3.17, -3.62)

Computed properties:
HOMO energy (hartree): -0.35775
Total energy (Eh): -2956.3798
Frontier orbital gap (eV): 10.0
Net charge: 0
SMILES: C=C[C@]1(C[C@H](C)I)OS(=O)(=O)O[C@]1(CC)N(C)C(C)=O.CC(C)O.CC(C)O.CC(C)O.CC(C)O.CC(C)O.CC(C)O.CC(C)O

Results of the Löwdin charge analysis, in e, for atoms 1 through 99: 0.062, -0.110, -0.326, -0.198, -0.708, -0.151, 0.881, -0.145, 0.589, -0.216, -0.213, -0.142, -0.336, -0.127, -0.067, -0.038, -0.035, -0.447, 0.025, 0.131, 0.077, 0.071, 0.112, 0.103, 0.084, 0.057, 0.047, 0.064, 0.073, 0.111, 0.102, 0.071, 0.060, 0.083, 0.104, 0.072, 0.095, 0.103, 0.076, 0.076, -0.054, -0.488, -0.052, -0.057, 0.081, 0.064, 0.081, 0.135, 0.068, 0.082, 0.081, 0.054, -0.062, -0.502, -0.062, -0.061, 0.075, 0.078, 0.079, 0.136, 0.070, 0.079, 0.079, 0.052, -0.070, -0.502, -0.064, -0.069, 0.076, 0.069, 0.080, 0.137, 0.081, 0.078, 0.079, 0.078, -0.055, -0.489, -0.047, -0.061, 0.066, 0.079, 0.071, 0.135, 0.078, 0.069, 0.071, 0.089, -0.061, -0.501, -0.058, -0.068, 0.080, 0.079, 0.079, 0.136, 0.075, 0.079, 0.079

=====

[4]
The following is a quantum chemistry calculation of a molecular structure, C27H45CaN3O5S2 at a distorted geometry, from the Open Molecules 2025 dataset.

Atoms and positions in Å:
Ca (-0.73, -0.04, -2.16)
C (2.78, -0.21, 4.65)
C (3.08, -1.60, 4.27)
O (1.84, -2.26, 3.89)
C (1.59, -2.16, 2.50)
C (1.53, -0.78, 1.79)
O (0.34, -0.18, 2.24)
C (0.29, 1.23, 1.90)
C (-0.61, 1.96, 2.91)
O (-0.37, 1.68, 4.27)
C (0.84, 2.15, 4.86)
C (1.36, 1.19, 5.88)
O (1.76, -0.10, 5.62)
H (2.59, 0.38, 3.75)
H (3.70, 0.08, 5.17)
H (3.38, -2.21, 5.09)
H (3.72, -1.65, 3.40)
H (0.59, -2.57, 2.39)
H (2.26, -2.82, 2.02)
H (1.51, -0.95, 0.71)
H (2.38, -0.14, 2.01)
H (-0.17, 1.36, 0.91)
H (1.32, 1.61, 1.94)
H (-1.64, 1.68, 2.68)
H (-0.42, 3.02, 2.74)
H (0.75, 3.12, 5.43)
H (1.56, 2.37, 4.09)
H (0.59, 1.08, 6.61)
H (2.16, 1.74, 6.35)
O (-5.07, 6.30, 0.07)
S (-3.83, 5.70, 0.78)
C (-2.40, 6.87, 0.64)
C (-1.19, 5.93, 0.76)
C (-1.64, 4.47, 0.73)
C (-2.89, 4.38, -0.12)
H (-2.48, 7.63, 1.46)
H (-2.56, 7.41, -0.31)
H (-0.70, 6.19, 1.69)
H (-0.42, 6.19, 0.02)
H (-1.87, 4.04, 1.67)
H (-0.85, 3.80, 0.28)
H (-3.47, 3.46, 0.02)
H (-2.74, 4.60, -1.19)
N (-3.59, -0.04, 1.39)
C (-4.31, 0.72, 0.50)
C (-3.67, 0.47, -0.69)
N (-2.65, -0.45, -0.54)
C (-2.64, -0.71, 0.71)
H (-3.62, 0.01, 2.42)
H (-5.13, 1.37, 0.78)
H (-3.95, 0.88, -1.65)
H (-1.98, -1.42, 1.22)
C (-1.75, -1.65, -5.28)
C (-1.33, -3.11, -4.88)
C (-2.24, -3.66, -3.81)
C (0.11, -3.31, -4.66)
C (0.76, -4.28, -5.38)
C (2.05, -4.68, -5.19)
C (2.80, -4.14, -4.15)
C (2.22, -3.16, -3.33)
C (3.02, -2.61, -2.13)
C (3.42, -1.16, -2.26)
C (2.42, -2.85, -0.74)
C (0.80, -2.69, -3.57)
N (0.25, -1.81, -2.79)
H (-2.03, -1.67, -6.38)
H (-0.83, -0.96, -5.17)
H (-2.59, -1.28, -4.68)
H (-1.56, -3.72, -5.75)
H (-2.10, -3.25, -2.83)
H (-2.10, -4.74, -3.62)
H (-3.29, -3.61, -4.07)
H (0.24, -4.75, -6.21)
H (2.53, -5.36, -5.94)
H (3.89, -4.49, -4.03)
H (3.92, -3.19, -2.10)
H (2.62, -0.47, -2.32)
H (3.88, -1.10, -3.24)
H (4.13, -0.94, -1.43)
H (1.31, -2.70, -0.73)
H (2.87, -2.09, -0.05)
H (2.62, -3.81, -0.34)
S (-0.33, 2.45, -1.52)

Computed properties:
HOMO energy (hartree): 0.00938
Total energy (Eh): -3070.1096
Frontier orbital gap (eV): 3.7
Energy above the lowest of the compared OMol25 structures with the same formula, charge and spin (kcal/mol): 19.2
Net charge: -2

Want to see where the charge sits? The Löwdin charges in e are: 0.771, -0.207, -0.163, -0.132, -0.174, -0.203, -0.151, -0.171, -0.179, -0.120, -0.196, -0.235, -0.083, 0.107, 0.133, 0.117, 0.131, 0.124, 0.094, 0.106, 0.104, 0.022, 0.116, 0.114, 0.109, 0.138, 0.109, 0.122, 0.113, -0.628, 0.900, -0.328, -0.242, -0.364, -0.339, 0.084, 0.084, 0.090, 0.108, 0.060, -0.043, 0.064, 0.091, 0.040, -0.111, -0.171, -0.016, -0.227, 0.163, 0.112, 0.102, 0.137, -0.084, -0.408, -0.104, -0.227, -0.139, -0.217, -0.122, -0.134, -0.398, -0.090, -0.103, -0.419, -0.262, 0.068, 0.082, 0.045, 0.098, 0.039, 0.075, 0.057, 0.086, 0.069, 0.102, 0.094, 0.040, 0.068, 0.074, 0.067, 0.050, 0.042, -0.531

=====

[5]
The following is a quantum chemistry calculation of a molecular structure, C3H6FO3Rb at a distorted geometry, from the Open Molecules 2025 dataset.

Atoms and positions in Å:
Rb (1.40, 1.01, -3.66)
F (-0.32, -1.31, -4.00)
C (-0.08, -2.02, -0.73)
O (-0.30, -1.20, 0.50)
C (0.01, 0.12, 0.55)
O (0.76, 0.76, -0.14)
O (-0.58, 0.58, 1.65)
C (-0.26, 1.90, 2.12)
H (0.31, -3.01, -0.50)
H (0.72, -1.61, -1.35)
H (-1.01, -2.16, -1.27)
H (0.65, 2.15, 2.68)
H (-1.06, 2.13, 2.82)
H (-0.23, 2.65, 1.33)

Computed properties:
HOMO energy (spin up / spin down) (hartree): -0.51805 / -0.51798
Total energy (Eh): -467.2521
Frontier orbital gap (spin up / spin down) (eV): 10.1 / 5.0
Net charge: +1
Multiplicity: 2

Want to see where the charge sits? The Löwdin charges in e are: 0.973, -0.027, 0.005, 0.015, -0.586, 0.082, 0.020, -0.028, 0.100, 0.063, 0.094, 0.099, 0.101, 0.091